Below is a molecular structure, C34H35AsCrI2N2O5P, with properties calculated with ωB97M-V/def2-TZVPD.

Geometry (Å):
Cr: -0.104 -0.229 -0.950
I: 2.360 0.530 -8.084
C: 2.017 0.518 -6.033
C: 2.594 1.491 -5.229
C: 2.340 1.491 -3.865
I: 3.259 2.904 -2.636
C: 1.504 0.540 -3.292
O: 1.211 0.603 -1.970
C: 0.979 -0.468 -4.103
C: 0.157 -1.582 -3.493
N: 0.659 -1.879 -2.114
C: 0.297 -3.205 -1.587
C: -0.861 -3.110 -0.645
C: -1.495 -4.242 -0.172
C: -2.574 -4.108 0.682
C: -3.000 -2.832 1.026
C: -2.315 -1.753 0.526
N: -1.243 -1.873 -0.284
C: 1.233 -0.469 -5.468
H: 3.241 2.245 -5.658
H: 0.255 -2.472 -4.112
H: -0.908 -1.337 -3.441
H: 1.669 -1.806 -2.163
H: 1.153 -3.618 -1.058
H: 0.053 -3.896 -2.393
H: -1.147 -5.219 -0.487
H: -3.078 -4.985 1.069
H: -3.851 -2.672 1.677
H: -2.597 -0.747 0.786
H: 0.816 -1.253 -6.093
C: -0.038 3.719 -0.685
O: -0.427 2.980 -1.862
P: -1.265 1.654 -1.835
O: -2.636 2.169 -1.242
C: -3.736 1.303 -0.910
O: -1.478 1.293 -3.345
C: -1.823 2.251 -4.387
H: -0.923 4.125 -0.200
H: 0.602 4.521 -1.030
H: 0.514 3.084 0.002
H: -4.091 1.575 0.078
H: -3.437 0.254 -0.924
H: -4.530 1.451 -1.638
H: -2.897 2.409 -4.386
H: -1.507 1.805 -5.323
H: -1.297 3.187 -4.223
O: -0.638 0.681 0.729
As: 0.271 0.269 2.123
C: 0.924 1.872 2.889
C: 0.085 2.984 2.859
C: 0.487 4.141 3.507
C: 1.707 4.175 4.173
C: 2.532 3.060 4.198
C: 2.142 1.894 3.556
C: 1.693 -0.820 1.469
C: 2.602 -0.172 0.625
C: 3.618 -0.904 0.024
C: 3.733 -2.263 0.286
C: 2.828 -2.905 1.130
C: 1.795 -2.191 1.718
C: -0.858 -0.571 3.399
C: -2.176 -0.122 3.458
C: -3.016 -0.615 4.444
C: -2.537 -1.543 5.363
C: -1.216 -1.967 5.312
C: -0.364 -1.475 4.333
H: -0.859 2.947 2.333
H: -0.151 5.016 3.495
H: 2.016 5.081 4.680
H: 3.482 3.097 4.717
H: 2.785 1.022 3.571
H: 2.529 0.893 0.439
H: 4.320 -0.407 -0.633
H: 4.542 -2.829 -0.163
H: 2.933 -3.964 1.334
H: 1.081 -2.697 2.353
H: -2.539 0.608 2.746
H: -4.040 -0.268 4.504
H: -3.194 -1.925 6.135
H: -0.844 -2.673 6.045
H: 0.674 -1.779 4.326

## Properties
Relative energy (zero: lowest compared OMol25 entry of this formula, charge and spin) in kJ/mol: 20.2
HOMO (spin up / spin down) in eV: -12.4 / -12.5
Total energy in hartree: -6018.9255
Multiplicity: 4
Frontier orbital gap (spin up / spin down) in eV: 6.3 / 6.9
Net charge: +2
E_LUMO (spin up / spin down) in eV: -6.187 / -5.570
Largest force on an atom in Eh/bohr: 0.0122

Here are the Mulliken charges for atoms 1 to 8, given in e: atom 1 (Cr): -0.2896, atom 2 (I): 0.1556, atom 3 (C): -0.6949, atom 4 (C): -0.0464, atom 5 (C): -0.5969, atom 6 (I): 0.0111, atom 7 (C): -0.3880, atom 8 (O): 1.0935


Below is a molecular structure, C61H43BIN3O7P2Sc in a non-equilibrium geometry, with properties calculated with ωB97M-V/def2-TZVPD.

Geometry (Å):
Sc: 0.724 -0.260 -0.507
O: -2.104 0.073 2.427
C: -3.011 1.081 2.200
C: -3.774 1.665 3.204
C: -4.678 2.664 2.881
C: -4.818 3.101 1.575
C: -4.019 2.544 0.590
C: -3.107 1.528 0.874
P: -2.041 0.828 -0.450
C: -1.669 2.320 -1.480
C: -1.402 2.129 -2.835
C: -0.989 3.185 -3.638
C: -0.842 4.456 -3.099
C: -1.113 4.663 -1.751
C: -1.520 3.603 -0.948
C: -3.185 -0.138 -1.521
C: -2.712 -1.316 -2.099
C: -3.506 -2.085 -2.943
C: -4.810 -1.692 -3.198
C: -5.308 -0.537 -2.604
C: -4.506 0.232 -1.774
C: -1.725 -0.294 3.701
C: -2.651 -0.673 4.665
C: -2.210 -0.997 5.936
C: -0.854 -0.964 6.241
C: 0.059 -0.688 5.237
C: -0.360 -0.363 3.945
P: 0.829 -0.458 2.542
C: 2.182 0.683 3.028
C: 3.343 0.696 2.247
C: 4.366 1.600 2.499
C: 4.235 2.528 3.529
C: 3.080 2.541 4.297
C: 2.059 1.624 4.047
C: 1.517 -2.124 2.986
C: 2.876 -2.421 3.052
C: 3.306 -3.713 3.343
C: 2.388 -4.723 3.574
C: 1.030 -4.434 3.535
C: 0.601 -3.146 3.247
H: -3.667 1.374 4.235
H: -5.279 3.102 3.671
H: -5.522 3.887 1.327
H: -4.076 2.933 -0.418
H: -1.529 1.153 -3.278
H: -0.790 3.010 -4.691
H: -0.534 5.285 -3.729
H: -1.016 5.656 -1.321
H: -1.725 3.790 0.100
H: -1.723 -1.670 -1.865
H: -3.104 -2.993 -3.386
H: -5.443 -2.290 -3.847
H: -6.333 -0.233 -2.783
H: -4.933 1.117 -1.328
H: -3.702 -0.750 4.417
H: -2.934 -1.293 6.690
H: -0.510 -1.205 7.240
H: 1.122 -0.769 5.441
H: 3.449 -0.004 1.428
H: 5.268 1.583 1.894
H: 5.033 3.236 3.730
H: 2.970 3.264 5.100
H: 1.161 1.649 4.655
H: 3.620 -1.657 2.893
H: 4.369 -3.924 3.385
H: 2.725 -5.730 3.787
H: 0.299 -5.210 3.734
H: -0.462 -2.940 3.249
O: 6.412 3.769 -3.314
N: 5.650 4.422 -2.619
O: 5.718 5.629 -2.482
C: 4.561 3.694 -1.886
C: 3.835 4.449 -1.051
C: 2.749 3.893 -0.310
C: 2.016 4.638 0.632
C: 0.995 4.035 1.305
C: 0.691 2.705 0.999
N: 1.366 1.989 0.122
C: 2.409 2.567 -0.506
C: 3.225 1.738 -1.358
N: 2.896 0.429 -1.403
C: 3.616 -0.402 -2.124
C: 4.726 0.029 -2.845
C: 5.075 1.350 -2.818
C: 4.316 2.269 -2.053
H: 4.078 5.496 -0.944
H: 2.280 5.675 0.821
H: 0.412 4.562 2.052
H: -0.131 2.204 1.502
H: 3.304 -1.440 -2.126
H: 5.304 -0.685 -3.418
H: 5.930 1.689 -3.370
O: -0.104 -0.352 -3.956
B: 0.389 -0.849 -2.741
O: 0.522 -2.254 -2.868
C: 0.037 -2.592 -4.115
C: -0.114 -3.842 -4.668
C: -0.678 -3.892 -5.944
C: -1.061 -2.729 -6.611
C: -0.895 -1.469 -6.029
C: -0.343 -1.444 -4.770
H: 0.192 -4.738 -4.134
H: -0.821 -4.852 -6.425
H: -1.494 -2.801 -7.603
H: -1.192 -0.558 -6.537
I: -5.071 -5.009 -0.557
C: -3.069 -4.474 -0.347
C: -2.750 -3.271 0.264
C: -1.415 -2.894 0.340
C: -0.406 -3.710 -0.154
C: -0.740 -4.924 -0.735
C: -2.071 -5.308 -0.847
C: 1.040 -3.323 -0.099
O: 1.919 -4.128 -0.194
O: 1.260 -1.994 0.000
H: -3.530 -2.624 0.654
H: -1.176 -1.951 0.807
H: 0.057 -5.561 -1.106
H: -2.331 -6.249 -1.316

## Properties
HOMO in eV: -10.5
Total energy in hartree: -4807.2284
Multiplicity: 1
Frontier orbital gap in eV: 6.9
Net charge: +1
E_LUMO in eV: -3.601
Largest force on an atom in Eh/bohr: 0.0296

Here are the Mulliken charges for atoms 1 to 8, given in e: atom 1 (Sc): -1.0325, atom 2 (O): 0.4857, atom 3 (C): 0.4567, atom 4 (C): -1.4940, atom 5 (C): -0.9704, atom 6 (C): -1.3408, atom 7 (C): -0.3160, atom 8 (C): 0.2720


Below is 12 unconnected molecules or ions with the total composition C36H93O43P7 in a non-equilibrium geometry, with properties calculated with ωB97M-V/def2-TZVPD.

Geometry (Å):
C: -4.413 -18.558 -22.229
O: -4.570 -18.367 -23.704
P: -3.478 -17.442 -24.380
O: -2.199 -17.656 -23.637
O: -3.482 -17.885 -25.976
C: -4.788 -17.768 -26.650
O: -4.176 -16.012 -24.407
C: -3.360 -14.838 -24.584
H: -5.435 -18.825 -21.959
H: -3.957 -17.722 -21.698
H: -3.710 -19.355 -21.986
H: -5.625 -17.386 -26.066
H: -4.908 -18.789 -27.014
H: -4.707 -17.166 -27.555
H: -2.379 -14.918 -24.114
H: -3.859 -13.936 -24.232
H: -3.088 -14.850 -25.640
C: -4.404 -20.135 -13.936
O: -3.669 -20.588 -12.842
P: -2.100 -20.936 -13.015
O: -1.713 -20.977 -14.426
O: -1.878 -22.374 -12.281
C: -2.682 -23.478 -12.653
O: -1.301 -19.868 -12.066
C: -1.382 -18.494 -12.248
H: -3.972 -19.305 -14.495
H: -5.275 -19.602 -13.555
H: -4.693 -20.875 -14.682
H: -3.537 -23.440 -13.327
H: -2.904 -23.908 -11.676
H: -1.981 -24.242 -12.992
H: -0.913 -18.109 -11.342
H: -2.404 -18.141 -12.385
H: -0.756 -18.272 -13.112
C: -9.303 -17.804 -16.479
O: -10.020 -16.611 -16.784
P: -11.605 -16.522 -17.068
O: -12.148 -17.793 -17.611
O: -11.689 -15.221 -18.021
C: -11.201 -13.973 -17.547
O: -12.320 -15.978 -15.677
C: -13.806 -15.986 -15.630
H: -9.905 -18.709 -16.556
H: -8.715 -17.786 -15.561
H: -8.628 -18.114 -17.277
H: -12.030 -13.287 -17.375
H: -10.552 -13.504 -18.286
H: -10.626 -14.111 -16.631
H: -14.211 -16.997 -15.617
H: -14.351 -15.663 -16.517
H: -14.211 -15.376 -14.822
C: -6.042 -27.488 -26.102
O: -5.860 -27.433 -24.685
P: -5.498 -25.984 -23.973
O: -4.917 -24.959 -24.866
O: -6.941 -25.666 -23.202
C: -7.167 -26.494 -22.026
O: -4.354 -26.311 -22.817
C: -3.301 -25.418 -22.532
H: -7.056 -27.869 -26.220
H: -5.366 -28.230 -26.527
H: -5.856 -26.541 -26.609
H: -7.617 -27.422 -22.381
H: -7.833 -25.987 -21.329
H: -6.312 -26.892 -21.479
H: -3.087 -25.280 -21.472
H: -3.647 -24.423 -22.811
H: -2.323 -25.614 -22.971
C: -2.715 -19.880 -17.283
O: -4.127 -20.268 -17.173
P: -5.056 -20.109 -18.452
O: -6.478 -20.532 -18.252
O: -4.878 -18.498 -18.845
C: -6.003 -17.682 -19.047
O: -4.298 -20.896 -19.664
C: -4.794 -22.114 -20.169
H: -2.304 -19.142 -16.594
H: -2.641 -19.191 -18.124
H: -1.865 -20.560 -17.348
H: -5.849 -16.755 -19.600
H: -6.372 -17.464 -18.045
H: -6.841 -18.072 -19.625
H: -3.899 -22.705 -20.366
H: -5.302 -21.958 -21.120
H: -5.452 -22.717 -19.543
C: -3.559 -27.530 -18.702
O: -3.890 -26.151 -18.488
P: -3.720 -25.581 -16.960
O: -4.463 -26.418 -16.011
O: -2.123 -25.415 -16.718
C: -1.296 -24.705 -17.602
O: -4.167 -23.991 -17.149
C: -4.648 -23.236 -16.026
H: -4.436 -28.073 -19.055
H: -3.400 -28.010 -17.736
H: -2.658 -27.655 -19.302
H: -0.989 -25.355 -18.421
H: -0.379 -24.268 -17.208
H: -1.802 -23.864 -18.076
H: -5.330 -22.497 -16.446
H: -3.849 -22.695 -15.519
H: -5.281 -23.685 -15.260
C: -7.504 -13.025 -17.878
O: -7.498 -14.284 -18.399
P: -7.458 -14.497 -20.028
O: -7.988 -15.808 -20.408
O: -8.294 -13.206 -20.635
C: -9.678 -13.167 -20.696
O: -5.955 -14.151 -20.400
C: -5.543 -13.351 -21.482
H: -8.182 -13.160 -17.036
H: -7.809 -12.253 -18.586
H: -6.576 -12.799 -17.351
H: -10.344 -13.987 -20.427
H: -9.895 -13.083 -21.761
H: -10.027 -12.194 -20.351
H: -4.569 -13.620 -21.889
H: -5.489 -12.289 -21.242
H: -6.242 -13.504 -22.304
C: 0.446 -17.924 -18.618
O: -0.742 -17.250 -18.544
C: -1.050 -16.485 -19.606
O: -0.397 -16.342 -20.664
O: -2.245 -15.930 -19.316
C: -3.027 -15.285 -20.323
H: 1.193 -17.216 -18.977
H: 0.428 -18.907 -19.090
H: 0.849 -18.126 -17.625
H: -2.297 -15.076 -21.106
H: -3.310 -14.288 -19.984
H: -3.615 -16.136 -20.666
C: -8.915 -22.103 -16.228
O: -10.153 -21.612 -15.725
C: -10.437 -20.779 -14.731
O: -9.593 -20.151 -14.036
O: -11.719 -20.936 -14.452
C: -12.240 -20.712 -13.044
H: -8.239 -21.328 -16.589
H: -9.205 -22.773 -17.037
H: -8.275 -22.511 -15.445
H: -13.186 -20.210 -13.245
H: -11.570 -20.139 -12.402
H: -12.535 -21.653 -12.581
C: -0.298 -19.478 -21.938
O: -0.170 -20.871 -21.751
C: -0.641 -21.434 -20.558
O: -1.219 -20.819 -19.685
O: -0.277 -22.795 -20.402
C: 0.632 -23.404 -21.318
H: 0.353 -19.206 -22.769
H: 0.135 -18.877 -21.138
H: -1.333 -19.270 -22.207
H: 1.614 -23.355 -20.846
H: 0.584 -23.105 -22.365
H: 0.314 -24.440 -21.208
C: -7.434 -22.745 -23.373
O: -7.644 -21.408 -22.830
C: -7.977 -20.410 -23.593
O: -8.007 -20.587 -24.804
O: -8.266 -19.371 -22.878
C: -9.030 -18.351 -23.505
H: -6.810 -22.650 -24.262
H: -8.394 -23.132 -23.714
H: -6.984 -23.396 -22.623
H: -8.374 -17.832 -24.205
H: -9.392 -17.614 -22.789
H: -9.928 -18.816 -23.913
C: -7.499 -14.736 -13.578
O: -6.534 -14.901 -14.600
C: -5.894 -16.152 -14.791
O: -6.305 -17.290 -14.540
O: -4.855 -15.887 -15.474
C: -3.918 -16.900 -15.812
H: -8.262 -15.474 -13.827
H: -7.798 -13.698 -13.730
H: -7.070 -14.953 -12.600
H: -4.462 -17.668 -16.362
H: -3.219 -17.313 -15.084
H: -3.308 -16.426 -16.581

## Properties
HOMO in eV: -9.9
Total energy in hartree: -7052.6744
Multiplicity: 1
Frontier orbital gap in eV: 10.2
Net charge: 0
E_LUMO in eV: 0.359
SMILES: COP(=O)(OC)OC.COP(=O)(OC)OC.COP(=O)(OC)OC.COP(=O)(OC)OC.COP(=O)(OC)OC.COP(=O)(OC)OC.COP(=O)(OC)OC.COC(=O)OC.COC(=O)OC.COC(=O)OC.COC(=O)OC.COC(=O)OC
Largest force on an atom in Eh/bohr: 0.0936

Here are the Mulliken charges for atoms 1 to 8, given in e: atom 1 (C): 0.9522, atom 2 (O): 0.1682, atom 3 (P): 0.5548, atom 4 (O): -0.6957, atom 5 (O): -0.4378, atom 6 (C): -0.6306, atom 7 (O): -0.0238, atom 8 (C): -0.8400


Below is 17 unconnected molecules or ions with the total composition C4H42O16 in a non-equilibrium geometry, with properties calculated with ωB97M-V/def2-TZVPD.

Geometry (Å):
C: -2.940 1.044 -3.150
C: -1.819 0.164 -2.581
C: -2.380 -0.683 -1.409
C: -0.971 -0.563 -3.586
H: -3.600 0.522 -3.841
H: -3.559 1.425 -2.334
H: -2.584 1.926 -3.681
H: -1.144 0.793 -1.976
H: -2.543 -0.050 -0.521
H: -1.584 -1.311 -1.007
H: -3.409 -0.977 -1.639
H: -0.888 -0.052 -4.549
H: 0.055 -0.652 -3.186
H: -1.305 -1.571 -3.789
H: 0.900 -4.480 0.096
H: -0.414 -4.112 -0.686
O: 0.572 -4.154 -0.742
H: 0.216 2.210 -2.876
H: 0.379 2.618 -4.318
O: -0.281 2.602 -3.601
H: -3.004 -0.743 2.336
H: -3.538 -2.223 2.602
O: -3.455 -1.513 1.936
H: 3.396 2.716 -1.970
H: 2.370 1.599 -1.676
O: 2.502 2.437 -2.106
H: -2.310 -3.200 0.401
H: -2.761 -3.105 -1.011
O: -2.206 -3.656 -0.464
H: -2.931 0.444 3.838
H: -2.114 1.247 2.818
O: -2.140 0.376 3.294
H: -1.879 3.601 -0.686
H: -0.820 4.806 -0.456
O: -1.029 3.871 -0.365
H: 2.145 4.294 1.218
H: 2.724 3.230 0.212
O: 2.916 3.761 1.015
H: -0.921 3.259 1.214
H: -0.458 2.043 2.171
O: -1.164 2.635 1.929
H: 1.347 -0.332 4.309
H: 0.005 -0.501 3.532
O: 0.755 -0.974 3.886
H: 3.198 0.273 -3.694
H: 2.724 -1.239 -3.409
O: 3.376 -0.533 -3.219
H: -0.076 1.449 0.028
H: 0.885 0.313 0.428
O: 0.758 1.286 0.475
H: 1.772 -2.044 -0.143
H: 2.469 -0.891 0.671
O: 1.790 -1.093 0.018
H: 2.570 -1.987 3.325
H: 2.277 -2.906 2.207
O: 3.048 -2.488 2.641
H: 2.961 1.518 2.540
H: 1.721 0.927 2.154
O: 2.642 0.651 2.277
H: -1.106 -2.547 2.252
H: -1.193 -4.057 2.357
O: -0.691 -3.356 1.943

## Properties
Relative energy (zero: lowest compared OMol25 entry of this formula, charge and spin) in kJ/mol: 252.0
HOMO in eV: -10.6
Total energy in hartree: -1381.4092
Multiplicity: 1
Frontier orbital gap in eV: 10.5
Net charge: 0
E_LUMO in eV: -0.139
Largest force on an atom in Eh/bohr: 0.0391

Here are the Mulliken charges for atoms 1 to 8, given in e: atom 1 (C): -1.6858, atom 2 (C): 2.7317, atom 3 (C): -1.6269, atom 4 (C): -1.4983, atom 5 (H): 0.4278, atom 6 (H): 0.3563, atom 7 (H): 0.3416, atom 8 (H): -1.2580


Below is a molecular structure, C5H8O2, with properties calculated with ωB97M-V/def2-TZVPD.

Geometry (Å):
O: -2.550 0.034 -0.114
C: -2.270 -0.404 -1.205
C: 0.484 0.389 0.625
C: 1.773 0.541 0.972
C: 2.356 0.426 -0.429
C: 0.864 0.223 -0.804
O: 0.292 -0.008 -1.840
H: -2.103 -1.510 1.611
H: -2.375 0.201 -2.122
H: -1.911 -1.439 -1.350
H: -0.462 0.377 1.153
H: 2.256 0.692 1.932
H: -1.773 -1.943 2.121
H: 3.006 -0.433 -0.626
H: 2.813 1.334 -0.837

## Properties
Relative energy (zero: lowest compared OMol25 entry of this formula, charge and spin) in kJ/mol: 340.6
HOMO in eV: -9.9
Total energy in hartree: -345.6752
Multiplicity: 1
Frontier orbital gap in eV: 10.4
Net charge: 0
E_LUMO in eV: 0.507
Largest force on an atom in Eh/bohr: 0.0111

Here are the Mulliken charges for atoms 1 to 8, given in e: atom 1 (O): -0.4302, atom 2 (C): -0.0819, atom 3 (C): -0.3987, atom 4 (C): -0.3433, atom 5 (C): -0.4939, atom 6 (C): 0.5651, atom 7 (O): -0.5773, atom 8 (H): -0.1929


Below is a molecular structure, C4H3Br3NO2 in a non-equilibrium geometry, with properties calculated with ωB97M-V/def2-TZVPD.

Geometry (Å):
C: -1.426 0.449 0.552
C: 0.727 2.721 -1.030
C: -2.453 -0.290 0.206
C: -0.418 2.669 -2.196
N: -0.592 0.966 1.317
O: 0.450 3.552 -0.210
O: 1.576 1.844 -1.244
Br: -2.272 2.869 -1.577
Br: -0.244 1.131 -3.397
Br: -0.064 4.242 -3.257
H: -2.431 -1.051 -0.568
H: -3.284 -0.168 0.780
H: -0.201 1.817 1.198

## Properties
Relative energy (zero: lowest compared OMol25 entry of this formula, charge and spin) in kJ/mol: 0.0
HOMO in eV: -5.3
Total energy in hartree: -8081.5123
Multiplicity: 1
Frontier orbital gap in eV: 8.3
Net charge: -1
E_LUMO in eV: 2.976
Largest force on an atom in Eh/bohr: 0.1068

Here are the Mulliken charges for atoms 1 to 8, given in e: atom 1 (C): 0.5897, atom 2 (C): 0.5599, atom 3 (C): -0.9071, atom 4 (C): -0.0717, atom 5 (N): -0.5623, atom 6 (O): -0.6303, atom 7 (O): -0.6495, atom 8 (Br): -0.0583